{"formula": "C11H12BN", "method": "the ωB97M-V functional and the def2-TZVPD basis", "symbols": ["N", "C", "C", "C", "C", "C", "C", "C", "C", "C", "C", "C", "B", "H", "H", "H", "H", "H", "H", "H", "H", "H", "H", "H", "H"], "positions_angstrom": [[-0.75, 1.23, -0.10], [-0.34, -1.18, -0.45], [1.34, -2.52, 0.57], [0.70, -1.33, 0.45], [0.42, 3.53, 1.10], [1.15, -3.51, -0.34], [0.80, 3.18, -0.18], [-0.52, 2.69, 1.82], [-1.11, 1.62, 1.16], [0.30, -3.37, -1.39], [-1.33, 0.01, -0.50], [-0.50, -2.27, -1.38], [0.17, 1.96, -0.82], [2.04, -2.58, 1.41], [-1.74, 0.17, -1.52], [0.39, 1.38, -1.91], [0.32, -4.22, -2.03], [1.61, 3.69, -0.62], [-1.28, -2.10, -2.15], [-0.84, 3.28, 2.68], [1.58, -4.51, -0.31], [1.01, -0.47, 1.04], [-2.00, 1.15, 1.58], [-2.18, -0.22, 0.25], [0.77, 4.38, 1.64]], "spin_multiplicity": 1, "fmax_ev_per_a": 3.85, "smiles": "B1C=CC=CN1Cc1ccccc1", "orbital_gap_ha": 0.34296}

{"formula": "C11H12BrCl3FeN2O2", "method": "the ωB97M-V functional and the def2-TZVPD basis", "symbols": ["Br", "Fe", "Cl", "Cl", "Cl", "O", "O", "N", "N", "C", "C", "C", "C", "C", "C", "C", "C", "C", "C", "C", "H", "H", "H", "H", "H", "H", "H", "H", "H", "H", "H", "H"], "positions_angstrom": [[0.40, -0.30, 2.49], [-0.02, -0.09, 0.12], [1.78, 4.61, -1.43], [-0.28, 5.13, 0.58], [-1.05, 4.55, -2.18], [-1.78, -0.48, -0.17], [5.42, -1.58, 1.73], [1.79, -0.51, 0.28], [0.05, 1.73, -0.32], [2.83, -0.66, -0.60], [-3.02, 0.21, 0.39], [0.09, 2.85, -0.58], [0.13, 4.29, -0.90], [4.06, -1.03, -0.17], [-3.70, -1.41, -1.23], [3.23, -1.03, 2.14], [4.29, -1.23, 1.21], [-2.22, -1.65, -1.06], [-4.13, -0.76, 0.09], [2.05, -0.68, 1.59], [-1.63, -1.59, -1.97], [3.38, -1.17, 3.21], [-2.82, 0.39, 1.45], [-4.22, -1.50, 0.88], [4.86, -1.16, -0.89], [-2.00, -2.55, -0.48], [-5.08, -0.24, 0.00], [-4.21, -2.35, -1.41], [2.61, -0.49, -1.65], [-3.10, 1.15, -0.16], [-3.88, -0.74, -2.08], [6.15, -1.72, 1.10]], "spin_multiplicity": 2, "fmax_ev_per_a": 0.12, "relative_energy_kj_mol": 10.3, "total_charge": 3, "orbital_gap_ha": [0.21533, 0.22681]}

{"formula": "C11H12CaN4O5Se", "method": "the ωB97M-V functional and the def2-TZVPD basis", "symbols": ["Se", "Ca", "O", "O", "O", "O", "O", "N", "N", "N", "N", "C", "C", "C", "C", "C", "C", "C", "C", "C", "C", "C", "H", "H", "H", "H", "H", "H", "H", "H", "H", "H", "H", "H"], "positions_angstrom": [[-3.14, 1.71, -3.55], [-0.05, -0.06, -0.10], [-2.04, -3.03, 1.74], [3.37, -0.21, 2.03], [-1.38, 1.67, 0.43], [-1.09, -1.73, 0.16], [1.88, -0.10, 0.36], [0.02, -0.02, -2.32], [-0.16, -0.12, 2.13], [-2.04, 1.09, -2.34], [-2.17, 1.21, -4.91], [-0.25, -1.56, 2.39], [-0.04, 0.02, -5.16], [0.96, -0.56, -3.04], [-1.02, 0.55, -2.98], [-1.34, 0.58, 2.61], [-1.23, -2.20, 1.35], [-1.55, 1.88, 1.83], [2.26, -0.01, 1.58], [-1.09, 0.61, -4.42], [1.12, 0.43, 2.57], [0.97, -0.56, -4.46], [-2.55, 2.28, 2.04], [-1.30, 0.80, 3.69], [1.78, -1.01, -2.49], [1.40, 0.14, 3.59], [-2.15, 1.20, 0.07], [-0.58, -1.79, 3.40], [-0.06, 0.05, -6.24], [-2.20, -0.07, 2.43], [-0.82, 2.63, 2.12], [1.80, -1.03, -4.98], [0.73, -2.02, 2.22], [1.10, 1.53, 2.52]], "spin_multiplicity": 1, "fmax_ev_per_a": 2.90, "relative_energy_kj_mol": 123.4, "orbital_gap_ha": 0.24711}

{"formula": "C11H12ClN2O8S", "method": "the ωB97M-V functional and the def2-TZVPD basis", "symbols": ["Cl", "S", "O", "O", "O", "O", "O", "O", "O", "O", "N", "N", "C", "C", "C", "C", "C", "C", "C", "C", "C", "C", "C", "H", "H", "H", "H", "H", "H", "H", "H", "H", "H", "H", "H"], "positions_angstrom": [[-0.97, 4.74, 1.48], [2.33, 0.32, -1.30], [-2.88, 3.27, -0.16], [0.09, 1.13, 1.98], [-0.52, -2.19, 0.66], [-1.74, 1.32, -0.11], [0.11, -3.88, -0.59], [4.34, 0.02, -3.37], [3.68, -1.89, -4.24], [-0.27, 2.73, 3.53], [3.59, -0.98, -3.38], [0.09, -2.67, -0.33], [0.62, 0.45, 3.13], [1.21, -0.86, 2.72], [-0.99, 3.10, 1.28], [0.79, -1.73, -1.14], [2.59, -1.07, -2.36], [-0.38, 2.34, 2.38], [-1.96, 2.60, 0.29], [-2.81, 0.94, -0.99], [0.94, -0.40, -0.68], [1.68, -2.09, -2.18], [-2.59, -0.40, -1.64], [0.34, 0.09, 0.05], [-3.72, 0.92, -0.37], [-2.18, -1.14, -0.93], [2.04, -0.74, 2.01], [-2.92, 1.71, -1.76], [1.68, -3.02, -2.72], [-1.91, -0.35, -2.51], [0.47, -1.51, 2.26], [1.38, 1.09, 3.59], [-0.21, 0.30, 3.84], [1.60, -1.39, 3.59], [-3.54, -0.76, -2.01]], "spin_multiplicity": 1, "fmax_ev_per_a": 3.36, "total_charge": -1, "orbital_gap_ha": 0.14175}

{"formula": "C11H12ClO2", "method": "the ωB97M-V functional and the def2-TZVPD basis", "symbols": ["Cl", "O", "O", "C", "C", "C", "C", "C", "C", "C", "C", "C", "C", "C", "H", "H", "H", "H", "H", "H", "H", "H", "H", "H", "H", "H"], "positions_angstrom": [[-0.72, -4.15, 1.19], [0.95, 0.35, 0.91], [0.84, -0.31, -1.19], [0.98, 2.04, -2.16], [0.82, 1.49, 0.21], [0.90, 1.10, -1.12], [0.75, 2.87, 0.48], [0.96, -0.66, 0.07], [0.45, 3.75, -0.56], [-1.60, -2.14, -0.39], [0.87, -1.98, 0.58], [0.61, 3.32, -1.87], [-0.65, -2.38, 0.77], [-1.14, -1.62, 2.03], [0.85, 3.33, 1.46], [0.32, 3.94, -2.82], [-1.39, -1.16, -0.81], [0.82, 1.58, -3.12], [1.28, -1.94, 1.57], [0.42, 4.79, -0.42], [-1.36, -2.81, -1.32], [-2.00, -2.12, 2.50], [-0.20, -1.54, 2.71], [-2.69, -2.34, -0.21], [1.28, -2.70, -0.08], [-1.35, -0.69, 1.59]], "spin_multiplicity": 1, "fmax_ev_per_a": 3.53, "relative_energy_kj_mol": 38.1, "total_charge": 1, "orbital_gap_ha": 0.33369}

{"formula": "C11H12F17N3O3P", "method": "the ωB97M-V functional and the def2-TZVPD basis", "symbols": ["P", "F", "F", "F", "F", "F", "F", "F", "F", "F", "F", "F", "F", "F", "F", "F", "F", "F", "O", "O", "O", "N", "N", "N", "C", "C", "C", "C", "C", "C", "C", "C", "C", "C", "C", "H", "H", "H", "H", "H", "H", "H", "H", "H", "H", "H", "H"], "positions_angstrom": [[2.60, 0.56, -3.92], [-0.46, -4.32, -0.94], [1.38, 3.02, 1.03], [-2.93, -3.67, -0.35], [-0.18, -1.87, -3.46], [-1.71, 4.05, 5.63], [1.24, 1.16, -3.55], [1.55, 1.98, 2.94], [-2.11, 2.79, 3.92], [-1.80, 1.36, 6.22], [-4.09, -2.13, 0.61], [1.17, -3.87, -2.30], [-0.64, -2.65, 1.05], [-1.04, 0.90, 2.44], [-0.07, 1.03, 4.93], [0.16, -1.55, -1.35], [-2.28, -3.40, 2.28], [0.48, 0.48, 0.94], [-0.10, 3.75, 4.18], [4.39, -0.30, -6.65], [-2.49, -1.51, -0.77], [2.52, -1.08, -3.87], [2.93, 1.12, -5.44], [3.80, 1.01, -2.91], [-1.92, -2.43, 1.42], [3.80, 0.40, -5.98], [-0.56, -2.30, -2.21], [0.66, 2.54, 2.09], [-0.72, 1.95, 5.67], [0.00, 3.76, 2.77], [-1.16, 3.13, 4.81], [-0.17, -3.77, -2.12], [-2.06, -1.95, -2.05], [-0.27, 1.47, 1.51], [-2.85, -2.45, 0.20], [2.16, -1.40, -4.77], [0.67, 4.59, 2.56], [1.89, -1.39, -3.14], [-0.05, 2.29, 6.47], [-2.70, -2.73, -2.44], [-2.22, -1.09, -2.69], [-1.97, -1.47, 1.93], [3.85, 0.44, -2.07], [3.82, 2.00, -2.71], [-0.91, 1.88, 0.73], [-0.67, -4.35, -2.91], [-0.95, 4.02, 2.30]], "spin_multiplicity": 1, "fmax_ev_per_a": 1.93, "total_charge": 1, "orbital_gap_ha": 0.37712}

{"formula": "C11H12F3N6O4ReS", "method": "the ωB97M-V functional and the def2-TZVPD basis", "symbols": ["Re", "S", "F", "F", "F", "O", "O", "O", "O", "N", "N", "N", "N", "N", "N", "C", "C", "C", "C", "C", "C", "C", "C", "C", "C", "C", "H", "H", "H", "H", "H", "H", "H", "H", "H", "H", "H", "H"], "positions_angstrom": [[-0.13, 0.03, -0.35], [0.65, -0.26, -2.59], [-4.32, -2.44, -0.94], [-5.07, -1.22, 0.68], [-3.57, -2.73, 1.06], [2.01, 3.45, 0.41], [-1.82, -1.26, -0.64], [-2.89, 0.34, 0.42], [1.31, 1.35, 0.16], [2.15, -2.31, -3.31], [-0.30, -0.40, 1.73], [1.44, -2.38, -1.14], [-1.01, 2.11, -0.82], [0.83, -1.80, -0.14], [-0.03, 3.05, -0.47], [-0.04, -2.09, 3.39], [-0.77, 0.43, 2.65], [-0.89, 0.06, 3.98], [1.49, -1.78, -2.30], [-0.54, -1.23, 4.35], [0.69, -2.43, 1.01], [-2.83, -0.79, -0.04], [1.20, 2.64, 0.07], [0.09, -1.65, 2.07], [-3.99, -1.80, 0.17], [1.14, -3.83, 1.20], [-0.18, 4.04, -0.63], [0.28, -4.47, 1.43], [1.62, -4.18, 0.29], [2.65, -3.18, -3.20], [0.26, -3.10, 3.64], [-1.29, 2.22, -1.80], [-1.86, 2.19, -0.24], [1.84, -3.90, 2.03], [2.21, -1.83, -4.20], [-1.06, 1.42, 2.32], [-1.24, 0.78, 4.71], [-0.64, -1.56, 5.37]], "spin_multiplicity": 2, "fmax_ev_per_a": 3.16, "relative_energy_kj_mol": 97.0, "total_charge": 1, "orbital_gap_ha": [0.23249, 0.25645]}

{"formula": "C11H12FN", "method": "the ωB97M-V functional and the def2-TZVPD basis", "symbols": ["F", "N", "C", "C", "C", "C", "C", "C", "C", "C", "C", "C", "C", "H", "H", "H", "H", "H", "H", "H", "H", "H", "H", "H", "H"], "positions_angstrom": [[-0.36, 2.19, -0.78], [0.06, -0.91, -1.98], [-2.03, 0.82, 0.19], [0.41, 0.02, 0.17], [0.70, 0.81, 2.68], [1.74, -1.17, 1.81], [-0.72, 0.14, -1.91], [-0.64, 0.88, -0.52], [-1.45, 0.70, -3.09], [2.26, -2.00, 0.80], [0.72, -1.00, -0.74], [0.82, -0.10, 1.51], [1.77, -1.86, -0.49], [1.93, -1.39, 2.78], [-2.34, -0.22, 0.20], [3.06, -2.62, 0.96], [-2.08, 1.29, 1.15], [1.65, 1.06, 3.19], [0.17, 1.77, 2.48], [2.17, -2.56, -1.24], [-1.29, 1.72, -3.18], [-2.52, 0.57, -2.95], [-2.83, 1.32, -0.44], [-1.17, 0.12, -4.05], [0.00, 0.44, 3.43]], "spin_multiplicity": 1, "fmax_ev_per_a": 4.29, "relative_energy_kj_mol": 56.5, "smiles": "CC1=Nc2cccc(C)c2[C@@]1(C)F", "orbital_gap_ha": 0.33018}

Calculated total energy, record by record: -13767.5946 -160640.8374 -111586.4299 -54314.4450 -28210.3218 -77696.2843 -49845.6124 -15808.3285 eV